Entry from the OMol25 dataset: a structure of composition C12H32O10SV (the ωB97M-V functional and the def2-TZVPD basis).

Geometry (Å):
O  0.900  -2.166  0.961
V  -0.606  -2.552  0.549
O  -1.163  -1.327  -0.361
S  -3.319  -6.607  2.098
O  -3.365  -7.931  1.548
O  -4.138  -6.486  3.330
O  -1.916  -6.262  2.342
O  -3.619  -5.591  1.098
C  5.756  1.307  2.916
C  6.402  1.073  1.543
C  5.728  1.962  0.481
O  7.765  1.445  1.589
H  4.672  1.197  2.948
H  5.934  2.312  3.299
H  6.212  0.693  3.692
H  6.344  0.035  1.217
H  5.525  3.007  0.713
H  4.728  1.555  0.330
H  6.346  1.874  -0.412
H  8.257  0.720  1.983
C  -1.336  1.017  6.606
C  -2.228  0.867  5.347
C  -1.852  1.905  4.297
O  -1.972  -0.408  4.729
H  -1.338  2.053  6.945
H  -0.304  0.764  6.359
H  -1.636  0.359  7.422
H  -3.306  0.927  5.497
H  -1.935  2.941  4.624
H  -2.536  1.889  3.448
H  -0.847  1.712  3.920
H  -2.417  -1.044  5.296
C  -2.078  4.897  -2.486
C  -3.264  4.426  -3.329
C  -4.590  4.427  -2.516
O  -3.400  5.303  -4.397
H  -1.161  4.858  -3.074
H  -1.897  4.251  -1.626
H  -2.255  5.924  -2.168
H  -3.205  3.376  -3.613
H  -4.491  3.833  -1.607
H  -5.391  4.010  -3.126
H  -4.804  5.425  -2.135
H  -3.686  4.765  -5.139
C  -0.639  -3.936  -5.771
C  0.624  -4.314  -4.977
C  1.660  -3.202  -4.966
O  0.234  -4.564  -3.598
H  -0.375  -3.241  -6.568
H  -1.413  -3.389  -5.232
H  -1.190  -4.805  -6.131
H  1.049  -5.214  -5.419
H  2.585  -3.572  -4.524
H  1.402  -2.365  -4.317
H  1.882  -2.802  -5.955
H  -0.334  -5.332  -3.684

Calculated values
- Energy above the lowest of the compared OMol25 structures with the same formula, charge and spin: 190.5 kcal per mole
- Net charge: -1

Mulliken population analysis, charges in e, atoms 1 to 5:
1. O -0.715
2. V 1.669
3. O -0.707
4. S 1.245
5. O -0.647



Entry from the OMol25 dataset: an isolated molecule of C5H7NO (the ωB97M-V functional and the def2-TZVPD basis).

Geometry (Å):
C  -0.205  1.266  1.000
C  0.549  0.830  -0.241
C  1.275  -0.514  -0.224
O  0.501  -1.664  -0.590
C  -0.823  -1.627  -0.436
N  -1.520  -0.659  -0.062
C  -0.974  0.669  -0.159
H  -0.123  0.639  1.892
H  -0.262  2.334  1.209
H  1.032  1.603  -0.842
H  1.687  -0.737  0.762
H  2.079  -0.558  -0.953
H  -1.306  -2.570  -0.657
H  -1.914  0.863  -0.687

Calculated values
- Energy above the lowest of the compared OMol25 structures with the same formula, charge and spin: 62.2 kcal per mole
- SMILES: C1=N[C@H]2C[C@H]2CO1

Mulliken population analysis, charges in e, atoms 1 to 5:
1. C -0.808
2. C -0.157
3. C -0.564
4. O -0.387
5. C 0.091



Entry from the OMol25 dataset: a structure of composition C33H46N5S4SiW (the ωB97M-V functional and the def2-TZVPD basis).

Geometry (Å):
W  -0.147  0.192  -0.342
C  3.007  -2.215  1.725
C  1.919  -1.690  0.849
N  1.444  -0.494  0.976
N  1.958  0.330  1.943
C  1.454  1.567  2.109
N  1.971  2.338  3.046
S  0.171  2.131  1.135
C  1.305  -2.472  -0.234
C  1.703  -3.756  -0.552
C  1.116  -4.409  -1.635
C  0.167  -3.741  -2.378
C  -0.201  -2.456  -2.003
N  0.324  -1.830  -0.942
H  3.871  -1.545  1.707
H  3.362  -3.189  1.412
H  2.653  -2.308  2.756
H  2.668  -0.043  2.561
H  2.746  2.058  3.630
H  1.614  3.274  3.178
H  2.466  -4.261  0.021
H  1.418  -5.416  -1.887
H  -0.303  -4.188  -3.242
H  -0.945  -1.924  -2.576
C  -5.416  -1.448  1.106
C  -4.976  -2.210  -0.138
S  -3.216  -2.241  -0.551
C  -2.429  -3.050  0.848
C  -2.241  -2.229  2.118
S  -1.429  -0.608  1.924
C  -2.508  0.535  2.861
C  -4.016  0.321  2.841
S  -4.801  0.261  1.219
H  -5.139  -1.981  2.014
H  -6.506  -1.412  1.098
H  -5.437  -1.787  -1.033
H  -5.337  -3.238  -0.069
H  -1.465  -3.406  0.478
H  -2.990  -3.949  1.114
H  -1.644  -2.801  2.828
H  -3.197  -2.035  2.594
H  -2.246  1.524  2.486
H  -2.167  0.489  3.897
H  -4.440  1.169  3.384
H  -4.307  -0.557  3.417
C  1.548  0.768  -1.474
Si  1.089  1.617  -3.096
C  -0.433  2.554  -2.436
N  -1.219  1.721  -1.465
C  -1.850  0.554  -2.087
C  -3.362  0.645  -2.297
C  -3.695  2.049  -2.789
C  -3.319  3.079  -1.716
C  -2.255  2.541  -0.756
C  2.335  2.830  -3.718
C  2.756  3.891  -2.907
C  3.685  4.810  -3.361
C  4.214  4.678  -4.640
C  3.813  3.632  -5.457
C  2.881  2.712  -4.999
C  0.623  0.331  -4.372
C  -0.372  0.577  -5.326
C  -0.668  -0.351  -6.314
C  0.038  -1.545  -6.374
C  1.042  -1.803  -5.451
C  1.327  -0.874  -4.459
H  2.123  1.525  -0.924
H  2.231  -0.072  -1.638
H  -1.116  2.946  -3.190
H  -0.064  3.413  -1.869
H  -1.762  -0.361  -1.375
H  -1.317  0.298  -3.004
H  -3.877  0.426  -1.365
H  -3.642  -0.118  -3.025
H  -4.754  2.116  -3.030
H  -3.162  2.243  -3.723
H  -4.189  3.326  -1.106
H  -2.989  4.013  -2.169
H  -2.706  1.888  -0.003
H  -1.735  3.357  -0.255
H  2.355  4.012  -1.904
H  3.998  5.630  -2.729
H  4.939  5.395  -5.000
H  4.227  3.532  -6.451
H  2.574  1.903  -5.650
H  -0.917  1.516  -5.319
H  -1.433  -0.137  -7.049
H  -0.178  -2.262  -7.155
H  1.619  -2.716  -5.523
H  2.138  -1.084  -3.768

Calculated values
- Net charge: +3

Mulliken population analysis, charges in e, atoms 1 to 5:
1. W -0.193
2. C -2.124
3. C 1.173
4. N 0.796
5. N -0.889



Entry from the OMol25 dataset: a structure of composition O8P2Rb4 (the ωB97M-V functional and the def2-TZVPD basis).

Geometry (Å):
Rb  -4.434  2.545  -4.309
Rb  -7.907  2.100  3.174
Rb  -0.532  9.875  -1.148
Rb  4.766  0.243  -0.287
P  2.458  -5.818  0.409
O  2.455  -6.808  1.665
O  3.683  -5.955  -0.446
O  2.149  -4.481  1.197
O  1.274  -6.031  -0.666
P  -0.782  2.909  0.020
O  -0.341  4.330  0.044
O  -0.615  2.064  -1.305
O  -2.194  2.895  0.589
O  0.019  2.130  1.064

Calculated values
- Net charge: -2

Mulliken population analysis, charges in e, atoms 1 to 5:
1. Rb 0.330
2. Rb -0.186
3. Rb -0.182
4. Rb 0.796
5. P 0.967



Entry from the OMol25 dataset: an isolated molecule of C6H12O (the ωB97M-V functional and the def2-TZVPD basis).

Geometry (Å):
C  2.653  -0.320  0.238
C  1.486  -0.199  -0.786
C  0.214  0.506  -0.077
C  -1.458  1.256  -0.331
C  -2.352  0.022  -0.160
C  -1.251  -1.016  -0.093
O  -0.270  -0.501  0.795
H  2.976  0.661  0.605
H  2.376  -0.929  1.106
H  3.544  -0.791  -0.210
H  1.854  0.351  -1.657
H  1.277  -1.227  -1.131
H  0.649  1.347  0.433
H  -1.478  1.869  0.579
H  -1.787  1.900  -1.168
H  -3.019  -0.193  -1.007
H  -2.947  0.022  0.759
H  -1.544  -2.032  0.198
H  -0.743  -0.769  -1.067

Calculated values
- Energy above the lowest of the compared OMol25 structures with the same formula, charge and spin: 70.5 kcal per mole
- SMILES: CC[C@H]1CCCO1

Mulliken population analysis, charges in e, atoms 1 to 5:
1. C -1.177
2. C -0.367
3. C -0.308
4. C -0.661
5. C -0.505



Entry from the OMol25 dataset: a structure of composition C13H21N2O10P2Se2Ti (the ωB97M-V functional and the def2-TZVPD basis).

Geometry (Å):
Ti  -0.128  0.637  -0.096
C  3.477  -0.437  -1.177
Se  2.682  0.532  0.305
C  3.208  2.324  -0.277
C  2.689  2.657  -1.661
Se  0.743  2.739  -1.606
C  0.312  2.101  -3.389
H  4.491  -0.070  -1.310
H  2.886  -0.328  -2.080
H  3.503  -1.482  -0.882
H  4.296  2.354  -0.243
H  2.823  3.007  0.481
H  2.987  1.919  -2.403
H  3.050  3.636  -1.976
H  0.639  2.839  -4.115
H  -0.771  2.002  -3.417
H  0.779  1.135  -3.562
N  -1.653  -3.152  -2.650
C  -1.214  -2.896  -1.225
C  -1.274  -4.174  -0.403
P  -2.230  -1.487  -0.643
O  -3.431  -2.227  0.076
O  -1.369  -0.800  0.440
O  -2.566  -0.726  -1.867
P  0.527  -2.262  -1.435
O  1.270  -2.617  -0.066
O  1.047  -2.963  -2.626
O  0.490  -0.726  -1.448
H  -2.381  -3.864  -2.708
H  -0.814  -3.421  -3.191
H  -2.039  -2.255  -3.001
H  -2.288  -4.575  -0.395
H  -0.999  -3.960  0.627
H  -0.592  -4.931  -0.797
H  -4.131  -1.655  0.422
H  1.681  -3.491  -0.073
O  -1.539  3.151  6.568
C  -1.440  2.307  5.745
O  -1.679  1.025  5.571
C  -1.036  1.885  4.403
C  0.337  1.504  4.082
C  0.713  1.252  2.824
N  -0.129  1.369  1.717
C  -1.440  1.791  2.018
C  -1.909  2.032  3.243
C  -2.322  1.870  0.812
O  -3.511  1.965  0.838
O  -1.588  1.764  -0.322
H  1.056  1.415  4.884
H  1.728  0.943  2.631
H  -2.939  2.341  3.360

Calculated values
- Energy above the lowest of the compared OMol25 structures with the same formula, charge and spin: 4.4 kcal per mole
- Net charge: +1

Mulliken population analysis, charges in e, atoms 1 to 5:
1. Ti 0.764
2. C -1.054
3. Se 0.175
4. C -0.970
5. C -0.708



Entry from the OMol25 dataset: a cluster of 12 separate species, C24H72O20 in total (the ωB97M-V functional and the def2-TZVPD basis).

Geometry (Å):
C  -0.424  5.010  1.682
C  -0.751  3.714  1.057
O  -0.422  3.890  -0.323
O  -0.670  4.764  3.066
H  -1.090  5.807  1.248
H  0.605  5.279  1.504
H  -1.801  3.364  1.177
H  -0.061  2.886  1.383
H  -1.228  4.069  -0.799
H  -0.297  5.501  3.550
C  1.823  3.395  -2.388
C  2.955  3.242  -1.414
O  2.514  3.362  -0.103
O  2.350  3.427  -3.711
H  1.358  4.366  -2.161
H  1.061  2.587  -2.349
H  3.700  4.006  -1.651
H  3.412  2.259  -1.538
H  1.838  4.058  -0.031
H  1.792  2.905  -4.286
C  -1.305  -2.822  -2.547
C  -2.081  -1.651  -3.171
O  -1.290  -0.445  -3.223
O  -0.041  -2.959  -3.221
H  -1.889  -3.717  -2.662
H  -1.118  -2.701  -1.504
H  -2.984  -1.493  -2.530
H  -2.358  -1.961  -4.192
H  -1.132  -0.087  -2.328
H  -0.023  -3.634  -3.905
C  1.824  0.182  -4.437
C  2.902  -0.673  -3.761
O  2.352  -1.559  -2.771
O  0.866  -0.679  -5.066
H  2.248  0.775  -5.242
H  1.323  0.800  -3.605
H  3.671  0.004  -3.266
H  3.400  -1.282  -4.541
H  1.484  -1.882  -3.050
H  0.047  -0.708  -4.471
C  -2.994  -4.486  0.713
C  -1.607  -4.166  1.275
O  -0.704  -4.893  0.435
O  -3.200  -3.817  -0.518
H  -3.798  -4.267  1.380
H  -3.081  -5.551  0.492
H  -1.589  -4.440  2.340
H  -1.521  -3.097  1.213
H  0.187  -4.416  0.435
H  -3.548  -2.949  -0.236
C  -3.658  1.470  -0.665
C  -4.111  0.040  -0.502
O  -3.106  -1.031  -0.204
O  -3.680  2.134  0.597
H  -4.508  1.945  -1.152
H  -2.706  1.639  -1.208
H  -4.653  -0.246  -1.383
H  -4.944  0.026  0.259
H  -2.627  -0.586  0.509
H  -3.337  1.603  1.343
C  -0.283  1.284  5.037
C  1.025  1.445  5.663
O  1.602  2.861  5.651
O  -0.173  1.589  3.659
H  -1.063  1.864  5.512
H  -0.600  0.254  5.153
H  1.734  0.731  5.213
H  0.992  1.220  6.667
H  2.094  2.929  4.820
H  -0.033  2.572  3.601
C  -0.255  -0.444  0.563
C  0.591  0.442  -0.241
O  -0.243  1.132  -1.198
O  -1.271  0.299  1.257
H  0.373  -0.975  1.318
H  -0.697  -1.291  0.016
H  1.397  -0.069  -0.751
H  1.143  1.181  0.349
H  -0.504  1.976  -0.758
H  -0.969  0.458  2.149
C  0.495  -2.682  4.774
C  -0.452  -3.800  4.565
O  -1.716  -3.187  4.652
H  0.185  -2.168  5.671
H  0.452  -1.979  3.980
H  1.539  -2.943  4.904
H  -0.297  -4.586  5.304
H  -0.217  -4.271  3.597
H  -2.452  -3.792  4.547
C  -1.847  2.318  -5.756
C  -2.985  2.465  -4.804
O  -2.444  2.412  -3.438
H  -2.243  2.169  -6.766
H  -1.262  1.496  -5.464
H  -1.284  3.217  -5.679
H  -3.701  1.662  -4.880
H  -3.452  3.458  -4.848
H  -1.812  1.700  -3.399
C  2.458  -3.731  1.447
C  2.244  -3.182  0.023
O  3.374  -2.525  -0.381
H  2.418  -2.930  2.144
H  3.465  -4.161  1.495
H  1.721  -4.533  1.740
H  1.297  -2.561  -0.076
H  2.079  -4.057  -0.647
H  3.235  -2.241  -1.281
C  3.131  0.909  2.230
C  4.076  0.182  1.339
O  4.300  -1.137  1.745
H  3.072  1.943  1.941
H  3.444  0.811  3.274
H  2.102  0.568  2.225
H  5.051  0.692  1.327
H  3.721  0.352  0.278
H  4.080  -1.664  0.993

Calculated values
- Energy above the lowest of the compared OMol25 structures with the same formula, charge and spin: 9.9 kcal per mole
- SMILES: OCCO.OCCO.OCCO.OCCO.OCCO.OCCO.OCCO.OCCO.CCO.CCO.CCO.CCO

Mulliken population analysis, charges in e, atoms 1 to 5:
1. C -0.520
2. C 0.667
3. O -0.534
4. O -0.514
5. H 0.269



| no. | gap between HOMO and LUMO (eV) | strongest force on any atom (eV Å⁻¹) |
| --- | --- | --- |
| 1 | 3.10 | 2.88 |
| 2 | 10.34 | 3.25 |
| 3 | 5.49 | 0.89 |
| 4 | 1.17 | 3.06 |
| 5 | 10.86 | 2.45 |
| 6 | 6.70 | 0.44 |
| 7 | 10.05 | 3.16 |